# 1
{"formula": "C2H5N3O", "method": "ωB97M-V/def2-TZVPD", "elements": ["O", "N", "N", "N", "C", "C", "H", "H", "H", "H", "H"], "coordinates": [[1.17890, -0.25030, 2.28677], [0.70475, 0.22798, 0.99589], [-1.16639, -0.29594, -0.50669], [-0.84592, 0.10775, -1.77142], [0.30023, 0.63514, -2.08343], [-0.46277, -0.32478, 0.71552], [2.10938, 0.11312, 2.25342], [-1.99359, -0.98922, -0.49143], [0.43808, 0.93050, -3.09356], [0.99541, 0.84366, -1.27888], [-0.85235, -1.03637, 1.49916]], "forces_ev_per_angstrom": [[0.791, 1.086, -1.255], [-2.051, -1.150, -0.667], [-1.231, -1.385, 1.358], [1.051, 0.094, -0.765], [-1.954, -0.692, 2.547], [2.480, -0.336, 0.787], [-1.577, -0.605, 0.216], [1.986, 1.979, -0.264], [0.108, 0.085, -0.648], [0.466, 0.111, -0.280], [-0.068, 0.813, -1.030]], "max_force_ev_per_a": 3.28, "de_lowest_ev": 4.468, "orbital_gap_ev": 9.664, "energy_ev": -8669.174}

---

# 2
{"formula": "C33H37NO7", "method": "ωB97M-V/def2-TZVPD", "elements": ["O", "O", "O", "O", "O", "O", "O", "N", "C", "C", "C", "C", "C", "C", "C", "C", "C", "C", "C", "C", "C", "C", "C", "C", "C", "C", "C", "C", "C", "C", "C", "C", "C", "C", "C", "C", "C", "C", "C", "C", "C", "H", "H", "H", "H", "H", "H", "H", "H", "H", "H", "H", "H", "H", "H", "H", "H", "H", "H", "H", "H", "H", "H", "H", "H", "H", "H", "H", "H", "H", "H", "H", "H", "H", "H", "H", "H", "H"], "coordinates": [[-0.68502, -1.49642, -4.08175], [0.32315, 3.67624, -0.73737], [2.56973, 2.96767, 2.60815], [-0.37923, 1.60231, -0.48956], [3.52486, -1.61900, 2.79125], [-1.57397, -2.81253, 0.47982], [4.26206, 1.00370, 3.13433], [-2.63532, -0.24721, 4.11945], [0.81933, 1.14786, -5.45961], [-1.90377, -2.48132, 4.52030], [-1.51897, -1.00781, 4.67234], [-2.35088, 0.91226, 3.31400], [-0.88783, -2.80237, -4.56266], [-0.27080, 1.17739, -3.22481], [-1.88231, -4.13049, 0.09525], [-0.33266, 1.03571, -4.69226], [5.30963, 0.68824, 2.24280], [-3.42898, -2.41785, 4.49292], [3.12805, -2.96493, 2.75197], [-3.67402, -1.15550, 3.67296], [-0.59539, 0.08963, -2.33976], [0.37266, 0.10250, 1.92508], [-0.97901, -0.60083, -0.01156], [-0.47347, 0.87415, -7.46145], [-1.16174, -2.20394, -1.82592], [1.28156, -0.92575, 2.14338], [2.58380, -0.65498, 2.53991], [-1.24801, -1.89361, -0.46796], [-2.13149, 0.70950, 1.80027], [2.99626, 0.67379, 2.69937], [0.74867, 1.05802, -6.83854], [-0.64822, 0.36770, -0.96046], [1.71149, 4.05725, 2.34763], [2.08298, 1.71142, 2.46001], [-1.01799, -0.29059, 1.47101], [0.77341, 1.41568, 2.09542], [-1.62767, 0.78051, -6.70084], [0.04134, 2.63288, -1.28128], [-0.82874, -1.23981, -2.76017], [-1.55999, 0.86007, -5.32313], [0.06744, 2.38142, -2.69974], [-3.05739, 0.34410, 1.34920], [-1.92027, 1.68047, 1.35598], [-2.58427, 0.64649, -7.18468], [-3.81371, -2.28604, 5.50416], [-3.60649, -1.39678, 2.60027], [2.31668, -3.16658, 3.45894], [-0.56714, -0.77290, 4.18917], [-0.71335, -2.74180, -5.63562], [-1.53260, -2.87713, 3.57265], [-1.42423, -0.75100, 5.73699], [-0.52831, 0.80777, -8.53808], [-2.13336, -4.65120, 1.01845], [6.22220, 1.04183, 2.71956], [-1.26993, -1.23111, 1.96396], [5.38070, -0.38915, 2.06879], [0.08085, 2.21727, 1.91522], [-2.45864, 0.79057, -4.72740], [-1.46977, 1.39026, 3.74599], [2.81659, -3.26639, 1.74538], [-2.74283, -4.16376, -0.57998], [1.65029, 1.13668, -7.42814], [-0.18000, -3.51061, -4.12045], [0.95291, -1.94390, 2.00499], [-1.34631, -3.21313, -2.15097], [-1.91183, -3.14474, -4.38290], [1.32590, 4.03702, 1.32388], [0.87612, 4.08404, 3.05501], [-3.88851, -3.30039, 4.05039], [-3.19651, 1.60359, 3.42694], [5.17775, 1.20254, 1.28386], [4.00769, -3.53891, 3.04102], [0.32853, 3.21587, -3.33083], [-4.65708, -0.71193, 3.86029], [2.32479, 4.94620, 2.48590], [-1.02681, -4.62639, -0.37442], [1.77129, 1.29252, -4.97002], [-1.51749, -3.09909, 5.32907]], "forces_ev_per_angstrom": [[0.041, 0.113, 0.419], [-0.142, -0.377, -0.182], [0.205, -0.385, 0.090], [-0.104, 0.008, 0.103], [-0.059, 0.571, 0.050], [0.106, 0.366, -0.026], [-0.643, -0.174, 0.148], [-0.017, -0.331, -0.198], [-0.079, 0.004, 0.184], [-0.020, 0.151, 0.077], [0.249, 0.008, 0.402], [-0.171, 0.246, -0.154], [-0.043, -0.256, -0.108], [0.203, 0.564, 0.303], [-0.062, -0.273, -0.072], [0.048, 0.257, -0.392], [0.231, -0.082, -0.247], [0.000, 0.059, -0.135], [-0.072, -0.233, -0.031], [-0.204, 0.053, 0.025], [-0.065, -0.123, 0.177], [0.229, -0.067, 0.244], [-0.081, -0.100, 0.167], [0.093, -0.025, -0.101], [-0.088, -0.428, -0.182], [0.049, -0.115, 0.022], [0.186, 0.119, 0.036], [0.118, 0.499, -0.129], [0.059, -0.194, 0.462], [0.297, 0.130, -0.013], [0.020, -0.008, -0.155], [-0.252, -0.980, -0.480], [-0.178, 0.215, -0.135], [0.259, -0.163, 0.083], [-0.153, 0.199, -0.198], [-0.001, 0.089, 0.107], [-0.122, -0.008, 0.040], [0.232, 0.642, 0.122], [0.040, 0.210, 0.307], [0.066, 0.106, -0.003], [-0.086, -0.441, -0.337], [0.003, 0.035, -0.065], [-0.068, 0.054, -0.039], [-0.076, 0.003, -0.032], [-0.060, -0.019, 0.047], [-0.022, -0.001, -0.017], [0.010, 0.006, -0.037], [-0.031, -0.015, 0.026], [-0.023, -0.052, 0.060], [0.038, -0.034, -0.058], [0.182, -0.100, -0.063], [-0.001, 0.001, -0.082], [0.013, 0.000, -0.091], [0.017, -0.015, -0.069], [0.059, 0.126, 0.039], [0.017, 0.109, 0.014], [-0.070, 0.131, -0.039], [-0.089, -0.037, 0.060], [-0.058, 0.110, -0.006], [-0.010, 0.011, 0.056], [0.045, 0.016, 0.012], [0.068, 0.009, -0.044], [-0.036, 0.036, 0.006], [-0.031, -0.156, 0.000], [-0.010, -0.094, -0.045], [0.040, 0.013, 0.018], [0.013, -0.024, 0.116], [0.015, -0.008, -0.013], [-0.057, -0.023, 0.028], [0.149, 0.110, -0.032], [0.000, 0.001, 0.063], [-0.088, -0.007, -0.027], [-0.020, 0.068, -0.022], [-0.050, -0.082, -0.105], [-0.069, -0.027, 0.013], [-0.037, 0.038, 0.004], [0.087, 0.012, 0.051], [0.062, -0.041, -0.013]], "max_force_ev_per_a": 1.12, "de_lowest_ev": 0.071, "orbital_gap_ev": 7.747, "energy_ev": -50642.362}

---

# 3
{"formula": "C23H17Cl5N6O3Pt", "method": "ωB97M-V/def2-TZVPD", "elements": ["Pt", "Cl", "Cl", "Cl", "Cl", "Cl", "O", "O", "O", "N", "N", "N", "N", "N", "N", "C", "C", "C", "C", "C", "C", "C", "C", "C", "C", "C", "C", "C", "C", "C", "C", "C", "C", "C", "C", "C", "C", "C", "H", "H", "H", "H", "H", "H", "H", "H", "H", "H", "H", "H", "H", "H", "H", "H", "H"], "coordinates": [[0.51153, -0.29773, -0.24712], [1.18161, -3.41749, 5.85971], [3.03707, -5.01651, 3.95539], [-1.75261, 4.56599, -1.68837], [-3.97880, 2.73493, -1.28550], [-2.37712, 3.60902, 0.99161], [1.05522, 2.16470, 0.92573], [-0.72781, 0.75300, 3.58733], [3.39512, -3.07090, -0.59537], [-0.75518, 1.19943, -1.05727], [1.72350, -1.72708, 0.30781], [0.12309, -0.50078, 1.83922], [1.55317, -0.37602, -1.96557], [1.90306, 4.19023, 1.53722], [-2.19102, -0.49452, 0.66017], [1.31994, -2.92733, 4.24168], [-4.57173, -0.42677, 0.59298], [-3.33507, -0.71732, 0.02521], [-3.42478, 0.38503, 2.52385], [-2.24888, 0.04360, 1.87545], [1.33728, 3.33974, 0.68550], [-2.37707, 3.21783, -0.73319], [3.28370, -1.61591, -3.05723], [1.45580, 0.42051, -3.02859], [-1.46377, 2.08314, -0.90915], [1.71009, -2.20123, 1.53139], [2.18462, 5.56792, 1.16737], [-4.61729, 0.13817, 1.85811], [0.61221, -1.87812, 3.78160], [2.25230, 0.23648, -4.14867], [2.41964, -3.30902, 2.04722], [-0.93294, 0.18636, 2.55641], [2.22557, -3.66698, 3.34659], [2.61192, -2.18155, -0.72562], [3.16958, -0.79805, -4.17572], [2.46738, -1.37138, -1.97676], [0.76638, -1.46739, 2.41216], [2.22900, 3.78469, 2.89489], [1.85315, 6.23431, 1.96314], [-5.47914, -0.64351, 0.04640], [-3.26481, -1.14321, -0.96895], [3.25338, 5.71751, 1.00984], [0.72452, 1.21341, -2.98166], [1.12838, 3.79377, -0.29765], [2.17240, 2.70301, 2.96698], [2.13698, 0.90709, -4.98813], [1.64885, 5.82601, 0.25568], [-5.56443, 0.37843, 2.32145], [-0.04469, -1.32190, 4.43190], [-3.39274, 0.81662, 3.51483], [3.08891, -3.88053, 1.42719], [3.99414, -2.42895, -2.99920], [3.79231, -0.96323, -5.04380], [3.23652, 4.11830, 3.14171], [1.52797, 4.23126, 3.60196]], "forces_ev_per_angstrom": [[0.793, 0.140, -0.142], [-0.013, 0.002, -0.014], [-0.030, 0.072, -0.024], [-0.024, -0.059, 0.032], [0.074, 0.023, 0.024], [0.004, -0.022, -0.088], [-0.012, 0.110, 0.089], [0.014, -0.015, -0.061], [0.017, -0.041, -0.004], [0.107, -0.104, 0.992], [0.206, 0.083, -0.171], [-0.329, -0.324, -0.569], [-0.168, -0.276, -0.097], [-0.084, -0.005, -0.001], [-0.420, -0.273, -0.176], [-0.176, 0.208, 0.003], [-0.002, 0.028, 0.013], [-0.081, 0.005, 0.099], [0.049, 0.053, -0.006], [0.090, -0.033, 0.120], [0.028, 0.030, 0.097], [-0.074, 0.173, 0.026], [0.011, 0.018, 0.000], [-0.062, 0.023, -0.073], [0.020, -0.032, -0.383], [-0.143, 0.071, -0.022], [0.011, 0.025, -0.007], [0.011, -0.009, -0.028], [0.097, -0.140, 0.186], [0.022, 0.008, -0.027], [0.140, -0.118, 0.170], [-0.062, 0.287, 0.132], [0.137, -0.092, -0.161], [-0.070, 0.001, -0.114], [-0.028, 0.004, 0.054], [0.026, -0.009, 0.127], [-0.154, 0.300, -0.038], [0.053, -0.022, 0.004], [-0.025, 0.001, -0.022], [-0.008, 0.011, 0.001], [-0.007, -0.025, 0.014], [0.000, 0.012, 0.024], [0.008, -0.042, 0.000], [0.018, 0.004, 0.002], [-0.011, 0.005, 0.007], [0.004, -0.004, -0.005], [0.030, -0.007, -0.014], [-0.004, -0.012, 0.005], [0.014, -0.048, 0.048], [-0.008, -0.007, 0.004], [-0.007, 0.025, -0.011], [0.003, 0.001, -0.013], [0.004, -0.001, -0.004], [-0.002, -0.009, -0.001], [0.010, 0.003, 0.002]], "max_force_ev_per_a": 1.00, "de_lowest_ev": 0.539, "orbital_gap_ev": [5.819, 5.817], "total_charge": 2, "energy_ev": -105053.877}

---

# 4
{"formula": "C23H27BiN6OP", "method": "ωB97M-V/def2-TZVPD", "elements": ["Bi", "P", "O", "N", "N", "N", "N", "N", "N", "C", "C", "C", "C", "C", "C", "C", "C", "C", "C", "C", "C", "C", "C", "C", "C", "C", "C", "C", "C", "C", "C", "C", "H", "H", "H", "H", "H", "H", "H", "H", "H", "H", "H", "H", "H", "H", "H", "H", "H", "H", "H", "H", "H", "H", "H", "H", "H", "H", "H"], "coordinates": [[-0.52746, -0.92107, -1.00481], [-0.22775, 1.65262, -0.16724], [-0.55605, -2.29439, 2.05344], [1.05246, -2.34240, -0.46647], [-1.92251, -2.55355, -0.33977], [1.96566, -4.47057, -0.35925], [-2.50026, -4.78418, -0.12709], [-0.48212, -0.95123, 1.67316], [-0.31610, -4.27877, -0.54446], [-1.80072, 3.52739, -1.52208], [2.39424, 2.51285, -0.44026], [1.18561, 2.24026, -1.09099], [-1.60426, -3.82340, -0.32268], [-1.74994, 2.29694, -0.86858], [3.49946, 2.88690, -1.18736], [0.05758, 3.55216, 1.74624], [1.10244, 2.29874, -2.48980], [-2.92068, 1.55701, -0.67432], [-0.12327, 2.18990, 1.54930], [0.01967, 4.09542, 3.02590], [3.32274, -3.89961, -0.39843], [0.92504, -3.66241, -0.44843], [3.41138, 2.96514, -2.57378], [-4.13697, 2.03741, -1.13193], [-3.02138, 4.00640, -1.97225], [1.81957, -5.93000, -0.19795], [2.21957, 2.66556, -3.22428], [-0.37359, 1.90999, 3.92633], [-0.33737, 1.34310, 2.65167], [-0.20424, 3.27356, 4.11611], [-0.47547, -0.11608, 2.64625], [-4.18184, 3.26353, -1.78336], [3.42936, -3.21991, -1.24411], [1.98467, -2.01474, -0.25141], [2.46288, 2.46395, 0.64046], [-0.53175, 1.27177, 4.78844], [-5.04734, 1.47405, -0.97251], [-5.12999, 3.64646, -2.13880], [-3.48271, -4.56716, -0.06518], [4.42958, 3.13033, -0.68821], [4.27525, 3.27111, -3.15107], [-2.89496, 0.62950, -0.09748], [-0.90092, 4.10918, -1.68040], [2.15517, 2.73721, -4.30288], [4.03455, -4.70364, -0.53762], [-2.26085, -5.76097, -0.05976], [2.80147, -6.36049, -0.04319], [-3.06871, 4.96429, -2.47396], [-2.88357, -2.35888, -0.08278], [-0.57164, -2.34563, 3.02183], [-0.55368, -0.53773, 3.65057], [-0.24097, 3.68690, 5.11580], [1.40156, -6.38976, -1.09666], [0.16544, 2.09947, -2.99811], [0.16420, 5.15972, 3.16343], [-0.25379, -5.27664, -0.66280], [0.22083, 4.20605, 0.89655], [1.22208, -6.17431, 0.68191], [3.56040, -3.38735, 0.53510]], "forces_ev_per_angstrom": [[-0.037, 0.260, -0.261], [-0.014, 0.218, 0.246], [0.029, 0.176, -0.199], [-0.166, -0.002, -0.023], [0.144, -0.083, -0.039], [0.098, -0.045, 0.008], [-0.085, 0.001, 0.017], [-0.102, -0.025, 0.262], [0.025, 0.132, -0.027], [-0.020, 0.010, -0.056], [-0.010, 0.028, -0.014], [0.001, -0.162, 0.005], [0.032, 0.022, 0.078], [0.066, -0.113, -0.040], [0.022, 0.003, -0.003], [-0.042, 0.050, -0.022], [0.053, -0.015, 0.029], [0.032, -0.046, 0.052], [-0.043, -0.198, -0.068], [0.031, 0.057, 0.034], [-0.032, -0.018, -0.022], [-0.044, -0.038, 0.170], [-0.003, 0.008, -0.012], [-0.001, -0.024, 0.015], [-0.034, 0.008, -0.032], [-0.018, 0.007, 0.029], [0.003, 0.008, -0.025], [0.001, -0.058, 0.046], [0.042, -0.054, -0.043], [0.004, 0.037, 0.018], [0.024, -0.127, -0.124], [0.001, 0.044, -0.004], [-0.040, 0.000, -0.012], [-0.016, 0.017, -0.009], [0.005, 0.005, -0.044], [0.009, 0.039, -0.026], [0.037, 0.010, -0.005], [0.034, -0.005, 0.001], [-0.029, 0.009, -0.021], [-0.052, -0.017, -0.029], [-0.035, -0.018, 0.027], [-0.025, 0.017, -0.011], [-0.013, -0.004, 0.011], [0.009, -0.006, 0.048], [0.018, -0.057, 0.012], [0.045, 0.005, 0.031], [0.053, 0.023, -0.017], [-0.002, -0.024, 0.013], [0.040, -0.010, 0.004], [0.016, -0.022, 0.109], [0.011, 0.037, 0.034], [0.001, -0.013, -0.037], [0.026, 0.007, -0.007], [0.007, 0.025, -0.010], [-0.011, -0.041, -0.015], [-0.013, -0.083, -0.071], [-0.006, -0.008, 0.032], [-0.022, 0.061, -0.029], [-0.004, -0.008, 0.025]], "max_force_ev_per_a": 0.37, "orbital_gap_ev": 7.100, "total_charge": 3, "energy_ev": -50379.764}